i | The following is a DFT calculation (the ωB97M-V functional and the def2-TZVPD basis) of an isolated ion of composition C2H4NO2 and charge +1.

XYZ file:
```
9
C2H4NO2 (the ωB97M-V functional and the def2-TZVPD basis)
C 1.633 -0.357 0.076
C -0.773 -0.311 -0.172
N -1.435 0.772 -0.004
O -0.663 -1.468 -0.177
O 0.794 0.501 -0.190
H 2.672 -0.148 0.235
H 1.254 -1.354 0.017
H -2.424 0.596 0.324
H -1.058 1.770 -0.110
```

- Net charge: +1
- Lowest unoccupied orbital energy: -0.20392 Ha

=====

ii | The following is a DFT calculation (the ωB97M-V functional and the def2-TZVPD basis) of an isolated ion of composition C2H4NO2 and charge +1.

XYZ file:
```
9
C2H4NO2 (the ωB97M-V functional and the def2-TZVPD basis)
C -1.136 0.850 -1.916
C -0.591 0.880 -0.552
N 0.208 -0.256 -0.039
O -2.031 0.452 -2.732
O -0.025 1.496 -1.722
H -0.962 1.558 0.212
H 0.731 -0.711 -0.810
H -0.402 -0.966 0.397
H 0.897 0.061 0.666
```

- Structure (SMILES): [NH3+][C@H]1OC1=O
- Net charge: +1
- Lowest unoccupied orbital energy: -0.17067 Ha

=====

Taking the most stable structure as the zero point, the relative energies in kJ/mol are i 0.0; ii 84.7.

=====

i | The following is a DFT calculation (the ωB97M-V functional and the def2-TZVPD basis) of a 2-piece molecular cluster, CH2Cl2N2 overall.

XYZ file:
```
7
CH2Cl2N2 (the ωB97M-V functional and the def2-TZVPD basis)
C -1.039 0.471 -0.100
N -1.245 -0.676 -0.255
N 1.834 0.358 0.129
Cl -1.336 2.048 0.090
Cl -2.624 -1.823 0.313
H 2.115 0.025 -0.785
H 2.295 -0.402 0.608
```

- Lowest unoccupied orbital energy (spin up / spin down): -0.04558 / -0.03804 Ha

=====

ii | The following is a DFT calculation (the ωB97M-V functional and the def2-TZVPD basis) of a 2-piece molecular cluster, CH2Cl2N2 overall.

XYZ file:
```
7
CH2Cl2N2 (the ωB97M-V functional and the def2-TZVPD basis)
C -0.075 0.144 1.153
N 0.455 1.110 1.627
N -0.772 -0.769 0.752
Cl 0.175 -1.320 -2.864
Cl 0.819 2.669 1.245
H -0.230 -1.524 0.266
H -0.373 -0.309 -2.180
```

- Structure (SMILES): N=C=NCl.Cl
- Lowest unoccupied orbital energy: 0.00994 Ha

=====

Taking the most stable structure as the zero point, the relative energies in kJ/mol are i 325.4; ii 0.0.

=====

i | The following is a DFT calculation (the ωB97M-V functional and the def2-TZVPD basis) of a 2-piece molecular cluster, CH4NOS2 overall.

XYZ file:
```
9
CH4NOS2 (the ωB97M-V functional and the def2-TZVPD basis)
C -1.682 0.417 0.047
N 1.606 -0.184 0.012
O -0.738 1.138 -0.076
S -2.033 -1.344 -0.018
S -3.347 0.384 0.007
H 2.179 0.537 0.420
H 0.534 0.343 -0.043
H 2.139 -0.274 -0.842
H 1.340 -1.017 0.495
```

- Net charge: +1
- Lowest unoccupied orbital energy: -0.19031 Ha

=====

ii | The following is a DFT calculation (the ωB97M-V functional and the def2-TZVPD basis) of a 2-piece molecular cluster, CH4NOS2 overall.

XYZ file:
```
9
CH4NOS2 (the ωB97M-V functional and the def2-TZVPD basis)
C -1.671 0.153 -0.162
N 1.599 -0.015 0.101
O -0.723 0.940 -0.123
S -2.298 -1.396 -0.289
S -3.413 0.345 0.082
H 1.409 -0.985 -0.063
H 0.911 0.630 -0.172
H 1.791 -0.059 1.064
H 2.396 0.387 -0.438
```

- Net charge: +1
- Lowest unoccupied orbital energy: -0.16482 Ha

=====

Taking the most stable structure as the zero point, the relative energies in kJ/mol are i 0.0; ii 8.6.

=====

i | The following is a DFT calculation (the ωB97M-V functional and the def2-TZVPD basis) of C34H34IN7OSr as an isolated structure.

XYZ file:
```
78
C34H34IN7OSr (the ωB97M-V functional and the def2-TZVPD basis)
Sr 0.098 -0.047 0.143
C 2.603 -0.780 1.751
C 2.962 0.206 0.591
C 2.706 1.670 0.884
C 3.739 2.485 1.329
C 3.467 3.815 1.614
C 2.176 4.285 1.452
C 1.201 3.406 1.004
N 1.461 2.134 0.720
N 1.425 -1.652 1.606
C 1.037 -2.267 2.881
C 0.344 -1.394 3.919
C -0.581 -2.008 4.760
C -1.240 -1.245 5.706
C -0.968 0.112 5.778
C -0.037 0.635 4.900
N 0.615 -0.097 3.999
C 1.568 -2.747 0.635
C 1.847 -2.413 -0.816
C 3.121 -2.604 -1.341
C 3.328 -2.376 -2.692
C 2.261 -1.969 -3.472
C 1.029 -1.789 -2.863
N 0.822 -2.011 -1.568
H 2.406 -0.181 2.632
H 3.496 -1.394 1.949
H 2.537 -0.081 -0.375
H 4.035 0.058 0.455
H 4.737 2.083 1.447
H 4.254 4.472 1.960
H 1.919 5.313 1.668
H 0.171 3.716 0.866
H 1.901 -2.776 3.341
H 0.319 -3.049 2.635
H -0.793 -3.064 4.653
H -1.970 -1.699 6.364
H -1.474 0.753 6.485
H 0.200 1.693 4.912
H 0.621 -3.291 0.647
H 2.368 -3.438 0.945
H 3.930 -2.934 -0.701
H 4.308 -2.519 -3.130
H 2.375 -1.781 -4.530
H 0.168 -1.441 -3.423
C -2.098 1.853 -3.964
C -1.102 1.360 -2.954
N -1.377 0.464 -2.073
N -2.622 -0.072 -2.119
C -2.851 -0.887 -1.088
O -2.068 -1.163 -0.146
C -4.209 -1.526 -1.086
C -5.067 -1.437 -2.179
C -6.310 -2.049 -2.143
C -6.711 -2.749 -1.012
C -5.862 -2.834 0.082
C -4.616 -2.228 0.043
C 0.254 1.940 -2.936
C 0.522 3.106 -3.664
C 1.808 3.601 -3.729
C 2.822 2.915 -3.079
C 2.469 1.792 -2.353
N 1.230 1.319 -2.248
H -2.869 1.100 -4.090
H -1.631 2.067 -4.926
H -2.588 2.764 -3.608
H -4.745 -0.880 -3.047
H -6.971 -1.978 -2.998
H -7.685 -3.223 -0.984
H -6.174 -3.372 0.969
H -3.938 -2.280 0.885
H -0.284 3.619 -4.168
H 2.018 4.504 -4.288
H 3.853 3.239 -3.119
H 3.238 1.247 -1.817
I -2.520 2.438 0.720
C -1.325 1.123 2.052
H -2.124 0.576 2.570
H -0.958 1.863 2.775
```

- Lowest unoccupied orbital energy: 0.00462 Ha

=====

ii | The following is a DFT calculation (the ωB97M-V functional and the def2-TZVPD basis) of C34H34IN7OSr as an isolated structure.

XYZ file:
```
78
C34H34IN7OSr (the ωB97M-V functional and the def2-TZVPD basis)
Sr -0.196 0.452 -0.537
C -2.581 1.751 -0.961
C -2.742 0.254 -1.364
C -2.950 -0.758 -0.241
C -3.966 -1.694 -0.350
C -4.071 -2.675 0.625
C -3.170 -2.682 1.675
C -2.202 -1.692 1.718
N -2.098 -0.752 0.786
N -1.330 2.439 -1.337
C -1.221 3.730 -0.687
C -1.001 3.659 0.816
C -1.015 4.848 1.536
C -0.814 4.807 2.903
C -0.642 3.576 3.516
C -0.662 2.443 2.725
N -0.807 2.474 1.399
C -1.026 2.469 -2.773
C -0.395 1.226 -3.399
C -1.005 0.628 -4.491
C -0.390 -0.476 -5.070
C 0.789 -0.956 -4.531
C 1.329 -0.305 -3.431
N 0.768 0.782 -2.904
H -2.653 1.806 0.124
H -3.418 2.323 -1.383
H -1.899 -0.103 -1.963
H -3.592 0.178 -2.040
H -4.642 -1.675 -1.195
H -4.841 -3.432 0.556
H -3.202 -3.444 2.440
H -1.458 -1.667 2.506
H -2.100 4.369 -0.873
H -0.367 4.252 -1.124
H -1.178 5.789 1.025
H -0.803 5.720 3.484
H -0.493 3.487 4.583
H -0.548 1.465 3.173
H -0.314 3.278 -2.938
H -1.935 2.714 -3.342
H -1.944 1.006 -4.874
H -0.843 -0.966 -5.922
H 1.273 -1.834 -4.933
H 2.231 -0.653 -2.944
C 3.940 -1.067 1.564
C 2.656 -0.237 1.471
N 1.721 -0.702 0.480
N 1.501 -2.071 0.602
C 0.604 -2.547 -0.203
O -0.094 -1.867 -1.091
C 0.309 -4.004 -0.096
C -0.730 -4.545 -0.853
C -1.061 -5.892 -0.754
C -0.359 -6.725 0.103
C 0.683 -6.194 0.860
C 1.013 -4.854 0.762
C 2.963 1.223 1.160
C 4.103 1.839 1.681
C 4.367 3.163 1.395
C 3.490 3.859 0.577
C 2.388 3.177 0.101
N 2.113 1.902 0.380
H 3.651 -2.116 1.579
H 4.522 -0.850 2.462
H 4.561 -0.893 0.684
H -1.267 -3.883 -1.519
H -1.871 -6.292 -1.353
H -0.613 -7.774 0.181
H 1.243 -6.836 1.531
H 1.820 -4.435 1.349
H 4.774 1.274 2.310
H 5.248 3.645 1.801
H 3.653 4.894 0.310
H 1.685 3.685 -0.555
I 2.677 0.471 4.650
C 1.852 -0.332 2.783
H 0.918 0.202 2.667
H 1.664 -1.379 3.000
```

- Lowest unoccupied orbital energy: 0.00031 Ha

=====

Taking the most stable structure as the zero point, the relative energies in kJ/mol are i 16.3; ii 0.0.

=====

i | The following is a DFT calculation (the ωB97M-V functional and the def2-TZVPD basis) of a 2-piece molecular cluster, C8H10N2 overall.

XYZ file:
```
20
C8H10N2 (the ωB97M-V functional and the def2-TZVPD basis)
C 1.111 1.679 2.078
C 1.428 2.476 0.959
C 0.646 0.487 1.603
C 1.127 1.746 -0.157
C 0.181 -1.885 -0.077
C -1.351 -0.362 -1.003
C -1.761 -1.843 -1.143
C 0.100 -0.482 -0.557
N -0.807 -2.610 -0.381
N 0.658 0.528 0.236
H 1.226 1.947 3.109
H 1.827 3.471 0.982
H 0.282 -0.377 2.125
H 1.234 1.982 -1.197
H 1.021 -2.279 0.470
H -1.493 0.208 -1.915
H -1.920 0.118 -0.200
H -2.769 -2.056 -0.786
H -1.690 -2.180 -2.183
H 0.948 -0.568 -1.963
```

- Lowest unoccupied orbital energy: 0.01250 Ha

=====

ii | The following is a DFT calculation (the ωB97M-V functional and the def2-TZVPD basis) of a 2-piece molecular cluster, C8H10N2 overall.

XYZ file:
```
20
C8H10N2 (the ωB97M-V functional and the def2-TZVPD basis)
C -1.522 -1.365 -1.382
C -1.988 -2.671 -1.046
C -1.649 -0.681 -0.205
C -2.487 -2.779 0.241
N -2.295 -1.500 0.666
H -1.121 -0.983 -2.321
H -1.903 -3.499 -1.750
H -1.322 0.333 0.022
H -2.958 -3.615 0.757
H -2.475 -1.167 1.617
C 1.472 1.008 -0.397
C 1.290 1.091 1.072
C 2.305 1.952 -0.809
C 1.993 2.239 1.425
N 2.601 2.676 0.320
H 1.090 0.140 -0.934
H 0.814 0.382 1.749
H 2.803 2.160 -1.756
H 2.190 2.749 2.369
H 3.162 3.531 0.361
```

- Structure (SMILES): c1cc[nH]c1.c1cc[nH]c1
- Lowest unoccupied orbital energy: 0.03491 Ha

=====

iii | The following is a DFT calculation (the ωB97M-V functional and the def2-TZVPD basis) of a 2-piece molecular cluster, C8H10N2 overall.

XYZ file:
```
20
C8H10N2 (the ωB97M-V functional and the def2-TZVPD basis)
C -2.518 -0.850 -3.116
C -3.344 0.275 -2.899
C -3.190 -1.770 -3.888
C -4.563 -0.007 -3.457
N -4.402 -1.173 -4.159
H -1.526 -1.071 -2.723
H -3.142 1.095 -2.211
H -2.979 -2.736 -4.347
H -5.422 0.663 -3.498
H -4.967 -1.681 -4.844
C 3.698 0.686 2.308
C 4.497 1.444 3.255
C 2.798 0.003 3.099
C 4.118 1.133 4.533
N 3.042 0.284 4.418
H 3.810 0.632 1.225
H 5.267 2.187 3.044
H 2.087 -0.705 2.674
H 4.372 1.627 5.470
H 2.365 -0.035 5.116
```

- Structure (SMILES): c1cc[nH]c1.c1cc[nH]c1
- Lowest unoccupied orbital energy: 0.03823 Ha

=====

Taking the most stable structure as the zero point, the relative energies in kJ/mol are i 135.3; ii 10.7; iii 0.0.